{"formula": "C10H14Cl18F3P", "method": "ωB97M-V/def2-TZVPD", "symbols": ["Cl", "Cl", "H", "C", "F", "Cl", "H", "C", "Cl", "Cl", "H", "Cl", "Cl", "P", "Cl", "C", "H", "H", "H", "Cl", "C", "Cl", "H", "H", "Cl", "Cl", "F", "Cl", "H", "C", "H", "C", "C", "H", "F", "H", "Cl", "Cl", "H", "H", "Cl", "Cl", "Cl", "C", "C", "C"], "coordinates": [[-0.19591, 0.04815, -1.89910], [1.24573, 5.10075, -5.32989], [1.77207, 3.42793, 6.54260], [-1.05070, -4.26957, -5.06781], [1.34592, 3.02668, 3.78987], [1.55615, 3.15085, 8.85631], [1.46534, -1.16538, 1.17580], [-2.48651, -2.04053, 1.07573], [-0.72645, -0.45239, -4.71165], [2.01939, 1.12061, 6.83227], [3.90147, -0.90694, 1.48936], [1.08684, 2.42393, -6.44460], [0.67760, -3.94779, -4.91772], [2.69581, -1.63479, 1.70786], [-4.87500, -0.04353, -0.64179], [2.34785, -0.66711, 3.33904], [0.18069, -0.81006, 3.31419], [3.13315, 0.06893, 3.51349], [0.82707, 0.30020, 4.46743], [-0.75390, -2.37503, 1.01196], [0.18560, 3.88951, -6.04759], [-1.17288, 3.53460, -4.97346], [-1.45046, -3.61941, -5.83420], [-0.21745, 4.29476, -6.96552], [-3.75181, 0.04894, -3.28157], [-1.33271, -5.94028, -5.56339], [-0.18983, 1.01391, 1.55669], [1.96401, 0.18828, -3.83138], [-2.62129, -0.97360, 0.94646], [-5.24180, -0.14667, -2.36208], [2.96799, -2.37198, 0.47708], [2.26808, 2.81041, 7.27929], [1.38299, 2.30790, 2.66420], [-5.92240, 0.65284, -2.62014], [2.12860, 2.87404, 1.72780], [2.42884, -1.38022, 4.16348], [-6.01991, -1.68311, -2.74677], [-3.32437, -2.85820, -0.23441], [0.04570, 1.51501, -3.70839], [2.83576, -2.84387, 2.45321], [-3.15798, -2.49464, 2.64358], [3.98529, 3.21103, 7.26857], [-1.88700, -3.91797, -3.55474], [0.24663, 0.46448, -3.55681], [0.73369, 1.12205, 2.56136], [0.95008, -0.05273, 3.43537]], "forces_ev_per_a": [[0.013, 0.022, -0.007], [-0.018, -0.009, -0.010], [-0.002, -0.007, -0.021], [0.051, -0.047, 0.138], [1.466, -0.469, 0.139], [-0.017, 0.007, -0.027], [0.074, 0.007, -0.148], [0.007, -0.036, -0.062], [-0.004, 0.086, -0.057], [0.015, 0.002, 0.017], [-0.089, -0.008, 0.029], [-0.105, 0.094, 0.016], [-0.024, 0.007, -0.015], [0.548, 0.184, 0.179], [-0.321, 0.384, 0.162], [-0.100, -0.364, 0.061], [-0.219, 0.031, -0.264], [-0.038, 0.243, -0.084], [-0.057, -0.055, 0.042], [-0.200, -0.084, -0.044], [0.101, -0.003, -0.018], [-0.022, -0.013, -0.030], [-0.001, 0.011, -0.010], [-0.015, 0.006, -0.007], [-0.057, 0.004, -0.143], [-0.020, 0.016, -0.038], [1.192, -0.696, -0.985], [0.056, -0.056, 0.031], [0.020, 0.016, 0.008], [0.242, -0.154, -0.002], [-0.180, -0.055, -0.045], [0.042, -0.009, 0.052], [-0.452, -0.679, 0.107], [-0.008, 0.017, 0.017], [-1.140, 0.797, -0.141], [0.079, -0.134, 0.040], [-0.020, 0.032, -0.003], [0.095, -0.320, -0.010], [-0.025, 0.032, -0.024], [-0.096, 0.012, -0.127], [0.010, 0.033, -0.011], [-0.020, 0.007, -0.031], [0.009, 0.043, -0.018], [0.042, -0.184, 0.136], [-0.490, 0.789, -0.034], [-0.321, 0.501, 1.247]], "nbo_charge": [0.02, 0.03, 0.23, -0.29, -0.31, 0.02, -0.04, -0.29, 0.01, 0.01, -0.02, 0.03, 0.02, 0.64, 0.01, -0.75, 0.24, 0.21, 0.25, 0.01, -0.29, 0.01, 0.22, 0.23, 0.02, 0.02, -0.33, 0.02, 0.23, -0.28, -0.17, -0.28, 0.66, 0.23, -0.29, 0.21, 0.02, 0.03, 0.23, -0.03, 0.02, 0.02, 0.02, -0.29, 0.23, -0.51], "orbital_gap_ev": 8.274, "lumo_ev": 0.154, "smiles": "FC(F)=C(F)CC[PH4].ClC(Cl)Cl.ClC(Cl)Cl.ClC(Cl)Cl.ClC(Cl)Cl.ClC(Cl)Cl.ClC(Cl)Cl", "largest_force_ev_per_a": 1.7}



{"formula": "C10H14Cl2IrNO8P2", "method": "ωB97M-V/def2-TZVPD", "symbols": ["H", "Ir", "H", "H", "C", "H", "N", "C", "O", "Cl", "O", "C", "C", "O", "O", "C", "P", "C", "P", "O", "O", "H", "C", "H", "C", "O", "H", "H", "H", "H", "O", "C", "H", "H", "C", "Cl", "H", "H"], "coordinates": [[-4.07512, -0.39036, 0.72200], [-0.69577, -0.34313, -0.27358], [-1.75008, 2.50442, 0.47559], [0.14049, -3.21049, -2.78321], [-3.71937, 2.26757, -1.45493], [0.78711, -2.42887, 4.35639], [1.89518, -0.81084, -0.53713], [1.92633, -3.22944, -0.95123], [0.02872, -0.62487, 1.72428], [0.18355, -3.40815, -1.48813], [0.16720, -4.92745, -1.68353], [3.86377, -2.07204, -0.12141], [-4.43811, 0.38359, 0.04343], [1.01394, -1.99226, 3.52800], [0.13450, -1.57326, -1.70935], [2.49456, -1.98228, -0.56143], [-1.84344, -3.78822, 1.35975], [3.91438, -4.43904, -0.46877], [-0.33257, -1.72366, 2.69694], [-0.44385, -3.13184, 1.83717], [-1.84892, -5.23102, 1.66182], [4.43944, -5.38311, -0.42864], [2.58604, -4.40887, -0.89981], [-2.36047, 1.23606, 1.55499], [-2.64447, 1.95853, 0.78502], [-1.51597, -1.64773, 3.56834], [2.03232, -5.29702, -1.19306], [5.57843, -3.27533, 0.26244], [-4.90271, -0.10114, -0.81660], [-4.15786, 1.75180, -2.31059], [-2.32422, 0.39842, -1.04592], [4.55298, -3.26698, -0.07927], [-4.46027, 2.95515, -1.03975], [-3.35196, 2.66696, 1.22268], [-3.26301, 1.24622, -0.41401], [4.65373, -0.61749, 0.36122], [-2.86126, 2.84369, -1.80596], [-5.19137, 0.98143, 0.56327]], "forces_ev_per_a": [[-0.003, 0.008, 0.008], [-0.444, -0.166, -0.214], [-0.020, -0.003, -0.001], [0.110, 0.300, 0.016], [0.014, -0.008, -0.004], [-0.012, -0.005, 0.005], [0.126, 0.097, 0.051], [-0.047, 0.368, -0.033], [0.163, -0.209, -0.031], [-0.130, 0.146, -0.319], [-0.285, -0.484, 0.157], [-0.115, -0.171, -0.063], [0.000, 0.023, 0.024], [0.030, 0.027, -0.025], [0.271, -0.013, 0.285], [0.089, 0.161, 0.060], [-0.162, -0.400, 0.105], [0.033, 0.052, 0.015], [0.098, 0.141, -0.236], [0.074, -0.121, 0.013], [0.128, 0.527, -0.081], [0.021, -0.003, 0.005], [0.234, -0.534, 0.004], [0.018, -0.001, -0.008], [0.033, 0.012, 0.012], [-0.192, 0.055, 0.108], [0.130, 0.078, 0.062], [0.010, 0.005, 0.011], [0.007, -0.010, -0.004], [0.007, -0.002, -0.004], [0.081, 0.075, 0.124], [-0.195, 0.068, -0.066], [-0.012, -0.001, 0.002], [-0.011, 0.000, 0.024], [-0.063, -0.022, -0.017], [0.034, 0.008, 0.018], [-0.007, 0.002, 0.011], [-0.013, 0.001, -0.010]], "mulliken_spin": [0.00, 2.49, 0.00, 0.00, 0.01, 0.00, 1.41, 0.14, 0.06, 0.00, 0.00, 0.26, 0.00, 0.00, 0.38, -0.07, 0.00, 0.23, 0.02, 0.00, 0.00, 0.02, -0.09, -0.02, 0.05, 0.00, 0.00, 0.00, 0.00, 0.00, 0.20, -0.10, 0.00, 0.00, -0.01, 0.03, 0.00, 0.00], "charge": -1, "s_squared": 8.827, "orbital_gap_ev": [7.099, 5.667], "e_above_lowest_kcal_mol": 285.9, "lumo_ev": [2.663, 1.027], "largest_force_ev_per_a": 0.6, "spin_multiplicity": 6}